Density functional theory data (ωB97M-V/def2-TZVPD) for a molecular structure, C47H52IN11O2PPbSSi in a non-equilibrium geometry.

Computed properties:
**Highest occupied orbital energy**: -9.15 eV
**Kohn-Sham gap**: 3.191 eV
**Lowest unoccupied orbital energy**: -5.96 eV
**Total energy**: -111411.640 eV

```
! wB97M-V def2-TZVPD RIJCOSX def2/J DEFGRID3
* xyz 1 1
Pb 0.07 -0.17 -0.73
I -4.95 -7.72 -0.19
S -1.46 0.53 3.12
P -2.15 1.96 -0.61
Si -3.05 -1.88 -4.63
O -0.09 -2.60 -0.53
O -1.80 -1.47 0.31
N 0.22 -1.93 3.37
N 1.97 1.67 0.87
N -3.79 -0.79 3.59
N -3.57 4.15 0.35
N 1.81 3.00 0.57
N -4.30 3.26 -1.81
N 1.89 -0.91 -2.38
N -2.11 -2.15 3.42
N 1.43 1.85 -2.19
N -4.80 2.03 0.25
N 1.86 -0.57 -3.68
C -4.53 3.26 1.00
C -4.29 -2.07 3.74
C 1.52 1.57 2.11
C 0.45 0.33 -5.38
C -4.26 -0.67 -5.34
C -2.23 3.56 0.33
C -3.91 -3.27 -3.79
C -2.00 -1.00 -3.40
C 2.79 -1.87 -2.28
C 2.33 3.54 -0.61
C 1.43 -2.46 3.19
C -4.05 4.45 -0.99
C 2.09 3.00 -1.93
C -3.47 -3.68 0.24
C 4.39 6.64 -1.37
C 1.66 -3.79 2.89
C -3.26 -2.91 3.64
C -1.89 -2.51 -5.95
C -2.14 -3.76 -0.14
C 1.10 2.81 2.64
C 3.37 -2.16 -3.54
C -3.06 2.55 -2.13
C -0.46 2.56 -5.24
C -4.28 -4.81 0.23
C -1.02 1.14 -7.24
C -0.82 -2.73 3.23
C 1.32 3.71 1.64
C -1.28 -0.47 -2.58
C -3.62 1.16 0.21
C 0.56 -4.62 2.75
C 0.90 1.69 -3.42
C 3.04 4.72 -0.48
C 2.66 3.73 -3.03
C -2.44 -0.81 3.38
C 2.75 -1.32 -4.41
C -5.24 2.39 -1.10
C -4.61 0.41 3.62
C -1.62 -4.98 -0.56
C -0.71 -4.09 2.92
C 3.38 4.87 -2.85
C 1.02 0.46 -4.14
C -3.74 -6.02 -0.18
C -0.32 1.35 -5.94
C -1.29 -2.53 -0.11
C 3.57 5.40 -1.56
C -2.42 -6.12 -0.58
C 0.15 2.74 -4.03
H 2.98 -2.33 -1.32
H -5.39 0.28 4.37
H 1.47 0.59 2.57
H -1.07 3.35 -5.65
H -3.76 0.21 -5.76
H -3.19 -4.00 -3.40
H -3.84 0.22 -0.31
H 1.12 4.76 1.57
H -5.39 1.48 -1.68
H -4.16 3.00 1.99
H 2.67 -4.16 2.76
H 5.45 6.39 -1.44
H -5.32 -4.74 0.53
H -2.35 -3.31 -6.54
H -4.86 -1.13 -6.13
H -1.52 4.28 -0.10
H -1.90 3.36 1.36
H -5.33 -2.26 3.92
H -1.57 -4.72 2.77
H -2.41 3.22 -2.70
H 4.22 7.08 -0.39
H 0.67 -5.66 2.51
H -4.95 -0.32 -4.56
H -2.03 0.75 -7.05
H 4.18 7.37 -2.14
H -0.58 -5.03 -0.87
H -2.01 -7.07 -0.91
H -4.98 5.00 -0.91
H -3.86 -2.72 0.55
H 0.67 3.00 3.60
H -3.98 1.25 3.88
H 2.27 -1.78 3.31
H 3.82 5.36 -3.71
H 3.22 5.09 0.52
H 4.13 -2.89 -3.76
H 0.03 3.66 -3.48
H -3.27 1.68 -2.75
H -3.25 -3.98 3.75
H -0.99 -2.91 -5.48
H -0.50 0.42 -7.86
H -3.31 5.07 -1.50
H 0.56 -0.60 -5.91
H -3.31 0.91 1.22
H -1.60 -1.72 -6.65
H -5.47 3.80 1.10
H -5.06 0.59 2.64
H -4.59 -3.79 -4.48
H -6.19 2.92 -1.02
H 2.87 -1.17 -5.47
H -4.50 -2.90 -2.95
H -1.13 2.07 -7.79
H 2.58 3.30 -4.01
*
```

Results of the Löwdin charge analysis, in e, for atoms 1 through 99: Pb 1.225; I 0.878; S 0.663; P 0.957; Si 0.392; O -0.151; O -0.153; N 0.117; N 0.052; N -0.113; N -0.148; N -0.094; N -0.150; N -0.012; N 0.027; N 0.160; N -0.144; N -0.072; C -0.184; C -0.040; C -0.193; C 0.032; C -0.179; C -0.331; C -0.175; C -0.190; C -0.090; C -0.074; C -0.128; C -0.193; C -0.152; C -0.028; C -0.018; C -0.059; C -0.042; C -0.176; C -0.149; C -0.055; C -0.024; C -0.322; C 0.000; C -0.146; C -0.016; C -0.259; C -0.065; C -0.260; C -0.331; C -0.051; C -0.245; C 0.044; C 0.018; C -0.704; C -0.030; C -0.184; C -0.036; C -0.021; C -0.006; C -0.009; C -0.119; C -0.746; C -0.202; C -0.671; C -0.211; C -0.145; C -0.002; H 0.125; H 0.096; H 0.081; H 0.130; H 0.011; H 0.034; H 0.090; H 0.131; H 0.125; H 0.117; H 0.104; H 0.106; H 0.094; H 0.038; H 0.040; H 0.077; H 0.071; H 0.128; H 0.103; H 0.067; H 0.089; H 0.115; H 0.033; H 0.079; H 0.095; H 0.120; H 0.093; H 0.126; H 0.114; H 0.106; H 0.054; H 0.105; H 0.130; H 0.131